No. 1
# C39H53N3O2SSi3Ti

C39H53N3O2SSi3Ti as an isolated structure (ωB97M-V/def2-TZVPD, the OMol25 dataset).

Its spin multiplicity is 1. The calculation puts the energy above the lowest of the compared OMol25 structures with the same formula, charge and spin at 27.8 kcal per mole. The calculation puts the LUMO energy at -0.0173 Eh. The charge is 0. As for the orbital gap: 7.292 eV.

Each line ends with the Mulliken charge.
Positions of all 102 atoms, in Å:
Ti: 0.22 0.29 -1.26  -2.542
C: 3.86 -1.45 -1.74  -1.493
Si: 2.36 -1.78 -2.85  1.100
C: 2.67 -0.62 -4.30  -1.149
C: 2.73 -3.50 -3.55  -1.425
C: 0.64 -1.73 -2.10  1.840
Si: 0.41 -3.13 -0.86  0.765
C: 1.72 -3.13 0.49  -1.140
C: 0.57 -4.81 -1.67  -1.251
C: -1.28 -3.17 -0.01  -1.179
Si: -0.58 -1.85 -3.49  -0.402
C: -0.23 -2.83 -5.06  -1.203
C: -2.25 -2.56 -2.99  -1.666
C: -0.56 -0.08 -4.20  0.594
C: -0.98 0.28 -5.48  -1.028
C: -0.68 1.53 -5.98  -0.771
C: 0.04 2.42 -5.19  -1.105
C: 0.40 2.02 -3.92  -0.463
N: 0.12 0.80 -3.44  1.900
H: 4.58 -2.26 -1.87  0.518
H: 3.62 -1.38 -0.67  0.180
H: 4.34 -0.52 -2.04  0.392
H: 3.64 -0.89 -4.74  0.585
H: 2.73 0.42 -3.97  0.139
H: 1.92 -0.68 -5.09  0.218
H: 3.48 -3.40 -4.35  0.427
H: 1.86 -4.01 -3.97  0.318
H: 3.16 -4.15 -2.78  0.358
H: 2.73 -3.03 0.09  0.291
H: 1.67 -4.09 1.03  0.465
H: 1.54 -2.33 1.21  0.107
H: 1.62 -5.07 -1.85  0.331
H: 0.04 -4.88 -2.64  0.287
H: 0.15 -5.58 -1.01  0.435
H: -1.80 -2.22 -0.05  0.129
H: -1.12 -3.39 1.06  0.421
H: -1.92 -3.95 -0.43  0.477
H: -0.20 -3.90 -4.85  0.390
H: 0.71 -2.56 -5.53  0.317
H: -1.04 -2.66 -5.78  0.475
H: -2.14 -3.65 -2.96  0.288
H: -3.02 -2.31 -3.72  0.528
H: -2.58 -2.24 -2.00  0.419
H: -1.54 -0.44 -6.08  0.454
H: -0.99 1.82 -6.98  0.413
H: 0.32 3.40 -5.55  0.474
H: 0.96 2.68 -3.26  0.160
C: 0.03 3.51 1.40  -2.166
N: -0.21 2.71 0.21  0.848
C: -0.98 3.24 -0.66  -0.742
C: -1.68 2.45 -1.63  0.244
C: -2.67 2.91 -2.49  -0.934
C: -3.38 1.78 -2.92  -1.154
C: -2.78 0.69 -2.31  -0.700
N: -1.74 1.07 -1.53  1.338
C: -0.94 3.18 2.52  1.024
C: -0.78 3.81 3.75  -0.586
C: -1.63 3.53 4.81  -0.657
C: -2.64 2.59 4.66  -0.486
C: -2.80 1.95 3.44  -0.707
C: -1.96 2.24 2.37  0.135
H: -0.06 4.58 1.18  0.595
H: 1.04 3.33 1.76  0.463
H: -1.25 4.30 -0.61  0.385
H: -2.85 3.95 -2.75  0.501
H: -4.24 1.75 -3.57  0.466
H: -3.08 -0.34 -2.38  0.613
H: 0.02 4.54 3.88  0.383
H: -1.48 4.03 5.76  0.371
H: -3.30 2.36 5.50  0.426
H: -3.58 1.21 3.32  0.400
H: -2.09 1.73 1.43  0.180
C: 2.98 1.27 0.92  -0.722
C: 2.98 1.52 -0.57  0.723
C: 2.96 3.00 -0.92  -1.533
O: 1.85 0.85 -1.19  -0.208
H: 3.85 1.74 1.38  0.612
H: 3.02 0.20 1.12  0.144
H: 2.07 1.66 1.36  -0.412
H: 3.88 1.09 -0.99  0.141
H: 1.99 3.42 -0.69  0.222
H: 3.18 3.15 -1.98  0.344
H: 3.73 3.52 -0.34  0.457
C: -1.95 0.75 9.77  -1.235
C: -1.35 0.69 8.39  0.856
O: -0.89 1.63 7.81  -0.489
S: -1.40 -0.99 7.74  -0.279
C: -0.97 -0.83 6.02  0.369
C: -1.79 -1.50 5.11  -0.840
C: -1.53 -1.41 3.75  -0.657
C: -0.47 -0.63 3.28  0.194
C: 0.37 -0.01 4.20  -0.102
C: 0.14 -0.12 5.57  -0.708
C: -0.29 -0.44 1.87  0.479
C: -0.14 -0.28 0.68  0.299
H: -1.71 1.72 10.22  0.310
H: -1.57 -0.06 10.40  0.358
H: -3.03 0.64 9.69  0.318
H: -2.62 -2.09 5.47  0.406
H: -2.17 -1.93 3.04  0.475
H: 1.22 0.56 3.84  0.420
H: 0.81 0.35 6.27  0.441

=====

No. 2
# C39H54F28N2O20S

A 10-piece molecular cluster, C39H54F28N2O20S overall (ωB97M-V/def2-TZVPD, the OMol25 dataset).

Its spin multiplicity is 1. The calculation puts the LUMO energy at -0.0009 Eh. The charge is 0. As for the orbital gap: 10.405 eV. As for the SMILES: CCOC(=O)C(F)(F)F.CCOC(=O)C(F)(F)F.CCOC(=O)C(F)(F)F.CCOC(=O)C(F)(F)F.CCOC(=O)C(F)(F)F.CCOC(=O)C(F)(F)F.CCOC(=O)C(F)(F)F.CCOC(=O)C(F)(F)F.CCOC(=O)C(F)(F)F.CCCNNS(=O)(=O)F.

Each line ends with the Mulliken charge.
Positions of all 144 atoms, in Å:
C: 6.30 0.45 0.38  -0.980
C: 6.11 1.71 1.21  -0.343
O: 4.76 2.21 1.11  -0.289
C: 3.86 1.59 1.86  0.235
O: 4.07 0.68 2.60  -0.539
C: 2.49 2.25 1.67  1.071
F: 2.20 2.45 0.38  -0.266
F: 2.45 3.45 2.28  -0.289
F: 1.52 1.50 2.19  -0.222
H: 6.01 0.63 -0.65  0.283
H: 7.34 0.13 0.41  0.402
H: 5.68 -0.36 0.76  0.297
H: 6.75 2.50 0.83  0.329
H: 6.38 1.55 2.25  0.324
C: 7.13 -5.56 1.61  -0.957
C: 7.61 -5.22 0.22  -0.250
O: 6.51 -4.70 -0.56  -0.333
C: 6.20 -3.44 -0.33  0.191
O: 6.76 -2.69 0.41  -0.541
C: 5.00 -3.04 -1.20  1.155
F: 4.03 -3.95 -1.14  -0.260
F: 5.36 -2.90 -2.49  -0.302
F: 4.49 -1.87 -0.80  -0.225
H: 6.28 -6.24 1.57  0.163
H: 7.92 -6.02 2.20  0.389
H: 6.80 -4.66 2.13  0.319
H: 7.95 -6.12 -0.30  0.333
H: 8.45 -4.52 0.22  0.335
C: 1.43 -6.63 0.19  -0.920
C: 1.77 -6.69 1.66  -0.070
O: 2.05 -8.05 2.07  -0.368
C: 3.26 -8.49 1.76  0.347
O: 4.10 -7.87 1.20  -0.533
C: 3.44 -9.93 2.27  0.903
F: 2.38 -10.69 1.96  -0.248
F: 3.58 -9.94 3.60  -0.255
F: 4.52 -10.49 1.74  -0.241
H: 0.61 -7.30 -0.04  0.314
H: 1.15 -5.62 -0.10  0.134
H: 2.28 -6.93 -0.43  0.388
H: 0.92 -6.37 2.25  0.243
H: 2.61 -6.04 1.91  0.281
C: 1.19 5.76 0.68  -0.990
C: 1.54 6.06 -0.76  -0.224
O: 0.39 6.51 -1.50  -0.336
C: 0.05 7.77 -1.33  0.186
O: 0.60 8.58 -0.64  -0.512
C: -1.17 8.09 -2.21  1.045
F: -2.12 7.14 -2.09  -0.260
F: -0.83 8.15 -3.51  -0.226
F: -1.73 9.25 -1.89  -0.252
H: 0.37 5.04 0.73  0.251
H: 2.04 5.35 1.21  0.258
H: 0.86 6.66 1.20  0.415
H: 1.88 5.15 -1.25  0.294
H: 2.35 6.79 -0.83  0.348
C: -5.04 7.28 -3.94  -1.076
C: -5.53 6.78 -2.59  -0.228
O: -6.76 6.05 -2.73  -0.309
C: -6.65 4.80 -3.15  0.348
O: -5.64 4.23 -3.42  -0.519
C: -8.04 4.15 -3.21  0.890
F: -8.93 4.96 -3.81  -0.244
F: -8.49 3.90 -1.97  -0.253
F: -8.01 3.00 -3.88  -0.234
H: -5.81 7.88 -4.42  0.363
H: -4.15 7.89 -3.82  0.272
H: -4.80 6.45 -4.60  0.308
H: -5.74 7.62 -1.94  0.374
H: -4.78 6.17 -2.09  0.299
C: -1.30 -6.09 8.17  -1.153
C: -1.49 -6.25 6.68  -0.259
O: -0.98 -5.10 5.96  -0.226
C: 0.32 -5.06 5.77  0.309
O: 1.13 -5.87 6.13  -0.529
C: 0.68 -3.79 4.98  0.903
F: 0.06 -2.71 5.47  -0.233
F: 0.29 -3.93 3.69  -0.240
F: 1.98 -3.55 4.99  -0.258
H: -1.75 -5.16 8.51  0.269
H: -1.75 -6.92 8.70  0.388
H: -0.24 -6.06 8.43  0.368
H: -2.55 -6.30 6.44  0.307
H: -1.03 -7.16 6.31  0.372
C: -0.21 8.57 -6.41  -0.979
C: 0.17 8.83 -7.85  -0.401
O: -0.97 9.24 -8.62  -0.307
C: -1.33 10.51 -8.50  0.345
O: -0.81 11.33 -7.81  -0.507
C: -2.53 10.80 -9.41  0.899
F: -3.47 9.84 -9.30  -0.244
F: -2.14 10.84 -10.69  -0.253
F: -3.10 11.96 -9.11  -0.237
H: -1.02 7.84 -6.35  0.305
H: 0.65 8.19 -5.85  0.386
H: -0.56 9.48 -5.92  0.337
H: 0.53 7.92 -8.31  0.332
H: 0.97 9.57 -7.93  0.338
C: -4.74 -2.35 4.92  -0.738
C: -4.11 -1.71 6.13  -0.269
O: -4.93 -1.88 7.31  -0.327
C: -4.85 -3.06 7.90  0.316
O: -4.17 -3.97 7.56  -0.508
C: -5.74 -3.07 9.15  0.909
F: -6.95 -2.56 8.89  -0.248
F: -5.18 -2.33 10.13  -0.264
F: -5.90 -4.31 9.62  -0.235
H: -5.75 -1.97 4.77  0.390
H: -4.15 -2.15 4.02  0.002
H: -4.82 -3.43 5.04  0.331
H: -4.03 -0.63 5.98  0.341
H: -3.10 -2.09 6.31  0.271
C: 1.34 -2.84 -7.03  -1.128
C: 2.17 -2.19 -5.94  -0.226
O: 1.58 -2.40 -4.64  -0.275
C: 1.79 -3.58 -4.09  0.161
O: 2.41 -4.48 -4.56  -0.518
C: 1.14 -3.63 -2.70  1.072
F: -0.11 -3.15 -2.72  -0.269
F: 1.84 -2.89 -1.83  -0.226
F: 1.08 -4.87 -2.23  -0.246
H: 0.32 -2.47 -6.99  0.307
H: 1.76 -2.61 -8.01  0.382
H: 1.31 -3.92 -6.91  0.321
H: 2.21 -1.12 -6.08  0.331
H: 3.20 -2.56 -5.95  0.312
C: 0.38 -1.01 0.28  -0.925
C: -0.91 -0.65 1.03  -0.178
C: -1.73 0.44 0.37  -0.755
N: -3.07 0.49 1.02  -0.222
N: -3.98 -0.29 0.27  -0.324
S: -4.96 -1.21 1.22  1.186
O: -5.89 -1.82 0.37  -0.599
O: -5.45 -0.51 2.34  -0.545
F: -4.00 -2.30 1.72  -0.164
H: 1.22 -0.80 0.93  0.174
H: 0.41 -2.08 0.12  0.118
H: 0.53 -0.47 -0.65  0.448
H: -1.53 -1.53 1.14  0.239
H: -0.64 -0.29 2.01  0.276
H: -1.89 0.27 -0.69  0.416
H: -1.26 1.41 0.53  0.343
H: -3.37 1.45 1.07  0.256
H: -4.53 0.23 -0.40  0.269